No. 1
Density functional theory data (the ωB97M-V functional and the def2-TZVPD basis) for a cluster of 14 separate species, C42H84O42 in total in a non-equilibrium geometry.

```
168
Properties=species:S:1:pos:R:3
C 0.3285 -2.7659 -4.9734
O 0.3732 -2.7981 -6.3799
C 0.3082 -3.8891 -7.1022
O 0.1447 -5.0273 -6.6068
O 0.5932 -3.5794 -8.4253
C 0.7665 -4.7091 -9.3308
H -0.5391 -3.2787 -4.5582
H 0.3381 -1.7350 -4.6195
H 1.2274 -3.1858 -4.5220
H 1.4273 -4.4786 -10.1665
H -0.1515 -5.1390 -9.7313
H 1.2575 -5.5674 -8.8722
C 3.3884 -5.0726 -3.5682
O 4.1655 -4.7790 -2.4485
C 3.7148 -4.0097 -1.4138
O 2.6144 -3.4869 -1.4259
O 4.6523 -3.9286 -0.5043
C 4.3899 -3.1971 0.7008
H 3.5749 -6.1019 -3.8745
H 3.8372 -4.4787 -4.3645
H 2.3161 -4.9386 -3.4255
H 5.3655 -2.8555 1.0468
H 3.9715 -3.9287 1.3921
H 3.7931 -2.2918 0.5898
C 0.3205 -2.8545 3.4608
O 1.6967 -2.8169 3.8653
C 2.5271 -1.7854 3.5407
O 2.2063 -0.8364 2.7729
O 3.6922 -1.9863 4.2354
C 4.7607 -1.0561 4.0166
H -0.2148 -2.0105 3.8958
H -0.1839 -3.7314 3.8667
H 0.2417 -2.7901 2.3755
H 5.5061 -1.4684 3.3366
H 5.2941 -0.7063 4.9005
H 4.3371 -0.1071 3.6878
C 0.9999 3.6043 5.4455
O 0.8561 4.9548 5.5703
C 0.8902 5.5224 6.7665
O 0.8167 4.9193 7.8203
O 0.9046 6.8162 6.5955
C 0.4783 7.6537 7.6816
H 1.6086 3.3033 4.5929
H 0.0140 3.1943 5.2265
H 1.4665 3.1719 6.3307
H 1.1607 7.5695 8.5273
H -0.5483 7.5192 8.0222
H 0.5670 8.7059 7.4113
C -0.7028 3.3884 -3.1669
O -1.7251 3.9040 -2.3614
C -2.2362 5.1191 -2.6038
O -1.7280 5.7793 -3.4851
O -3.4025 5.3664 -1.8465
C -4.0221 6.6154 -1.8132
H -1.0757 2.9367 -4.0861
H -0.3120 2.4593 -2.7520
H 0.0673 4.1362 -3.3563
H -4.1195 7.0491 -2.8084
H -3.3352 7.2449 -1.2475
H -5.0745 6.5617 -1.5344
C 0.6331 -1.3094 -1.5508
O 0.1032 -1.1921 -0.2331
C -0.1105 0.0387 0.3670
O -0.0029 1.1675 -0.1555
O -0.3813 -0.1177 1.7072
C -0.7259 1.0564 2.4380
H 1.6766 -1.0337 -1.7030
H 0.1015 -0.6723 -2.2577
H 0.6184 -2.3538 -1.8622
H -0.1102 1.9379 2.2588
H -0.6317 0.8396 3.5020
H -1.7401 1.4116 2.2555
C -2.1533 4.4299 1.4570
O -2.4260 5.8316 1.3844
C -1.3995 6.6642 1.2972
O -0.2089 6.4050 1.2548
O -1.9321 7.9169 1.3760
C -1.0308 8.9921 1.5806
H -3.1005 3.9766 1.7492
H -1.5048 4.1956 2.3011
H -1.7741 4.1212 0.4828
H -1.5507 9.8888 1.2433
H -0.2105 8.7449 0.9067
H -0.6208 9.0038 2.5904
C -3.4995 -1.2972 -3.9102
O -4.1001 -2.1728 -2.8938
C -3.4653 -2.5493 -1.7567
O -2.3582 -2.0361 -1.4048
O -4.1671 -3.4575 -1.0617
C -3.6409 -3.8823 0.2516
H -3.3556 -0.3020 -3.4893
H -4.0563 -1.3015 -4.8473
H -2.5230 -1.7310 -4.1253
H -3.6287 -2.9736 0.8534
H -2.6161 -4.2142 0.0851
H -4.2167 -4.6661 0.7439
C -0.4145 -5.3359 -1.7699
O 0.0842 -6.6155 -2.2872
C -0.7555 -7.4766 -2.9490
O -1.8214 -7.1179 -3.4511
O -0.2985 -8.6535 -2.7585
C -1.1671 -9.6891 -3.0658
H -0.3539 -4.6348 -2.6023
H 0.2271 -4.8847 -1.0130
H -1.4570 -5.3420 -1.4519
H -0.6972 -10.6608 -2.9141
H -1.2822 -9.6745 -4.1496
H -2.1379 -9.6909 -2.5702
C 2.9330 -0.4731 7.1185
O 1.7029 -1.1740 7.1548
C 0.6401 -0.4453 7.1099
O 0.5954 0.7682 7.1114
O -0.4164 -1.2365 6.9550
C -1.6345 -0.8344 6.4580
H 3.0373 0.1470 8.0088
H 3.2051 0.1115 6.2397
H 3.7197 -1.2276 7.1158
H -2.4493 -1.4613 6.8203
H -1.6466 -0.9321 5.3725
H -1.8716 0.1683 6.8137
C -4.4760 -0.1302 3.1565
O -3.6930 -1.3519 2.9919
C -3.9733 -2.3855 3.7729
O -4.9588 -2.6886 4.5069
O -2.9335 -3.2543 3.6182
C -2.9042 -4.4516 4.3682
H -3.9516 0.6996 2.6827
H -4.6745 0.1243 4.1976
H -5.4070 -0.0806 2.5918
H -3.5305 -5.2335 3.9388
H -3.2721 -4.3987 5.3929
H -1.9019 -4.8646 4.4821
C 5.6569 6.7181 -2.1516
O 4.3929 6.1172 -2.1133
C 4.2262 5.1084 -1.3026
O 5.0918 4.6521 -0.5602
O 2.9797 4.7742 -1.3122
C 2.6753 3.5724 -0.6696
H 6.2657 5.9957 -2.6954
H 6.0092 6.7893 -1.1226
H 5.6430 7.6620 -2.6966
H 3.1296 3.5075 0.3191
H 3.1135 2.7542 -1.2410
H 1.6019 3.3829 -0.6608
C 4.3941 -1.0185 -3.9391
O 4.0046 -1.8390 -5.0446
C 4.8329 -2.5365 -5.6996
O 6.0905 -2.6173 -5.6177
O 4.1055 -3.1939 -6.6725
C 4.6918 -4.3323 -7.3720
H 5.0532 -0.2997 -4.4261
H 5.0083 -1.5706 -3.2277
H 3.6583 -0.4434 -3.3771
H 3.8990 -4.7747 -7.9750
H 4.8143 -5.1444 -6.6554
H 5.5271 -4.0493 -8.0126
C -6.8016 4.7470 -0.1739
O -5.9390 3.8439 -0.8553
C -5.1580 2.9485 -0.1282
O -4.9752 2.9103 1.0853
O -4.6204 2.1449 -0.9965
C -3.6349 1.1725 -0.7190
H -7.5107 4.0782 0.3138
H -7.2112 5.4737 -0.8755
H -6.3352 5.3601 0.5973
H -4.1966 0.2524 -0.8804
H -3.1286 1.3760 0.2246
H -2.8979 1.3760 -1.4958
```

Calculated values
- energy above the lowest of the compared OMol25 structures with the same formula, charge and spin (kcal per mole) = 0.0
- E_tot (eV) = -130894.6541
- total charge = +1
- spin multiplicity = 2
- E_HOMO (alpha / beta) (Ha) = -0.423 / -0.423
- frontier orbital gap (alpha / beta) (Ha) = 0.3262 / 0.0505
- lowest unoccupied orbital energy (alpha / beta) (eV) = -2.6 / -10.1
- expectation value of S² = 0.760

Results of the Mulliken charge analysis, in e, for atoms 1 through 4: -0.416, -0.339, 0.809, -0.489

=====

No. 2
Density functional theory data (the ωB97M-V functional and the def2-TZVPD basis) for a cluster of 13 separate species, C42H88BBrN2O12 in total.

```
146
Properties=species:S:1:pos:R:3
C 0.9209 0.1325 1.3427
C 0.8268 0.3129 -0.1798
C -0.1531 1.3890 -0.6660
C 0.0706 2.8083 -0.1197
N -1.2051 3.5215 0.1034
B -2.0037 3.0069 1.1913
Br -1.5215 3.4993 3.0281
C -3.2596 2.0710 1.0089
N -3.4724 1.0074 2.0004
C -2.8408 -0.2456 1.6050
H 0.9034 1.0790 1.8861
H 0.1103 -0.4906 1.7282
H 1.8566 -0.3656 1.6080
H 1.8294 0.4537 -0.5983
H 0.4791 -0.6379 -0.6024
H -0.0977 1.4453 -1.7581
H -1.1730 1.0574 -0.4430
H 0.6468 3.3890 -0.8464
H 0.6570 2.7893 0.8050
H -0.9792 4.4931 0.3081
H -3.1823 1.6268 0.0095
H -4.1494 2.7231 0.9679
H -3.0833 1.3042 2.8859
H -3.1343 -1.0482 2.2883
H -1.7342 -0.2026 1.5833
H -3.1827 -0.5209 0.6036
C -0.7459 7.8167 -1.7795
C -0.2530 7.4484 -0.4040
O -0.8150 6.6148 0.2702
C 0.9728 8.1688 0.0960
H -1.6307 7.2361 -2.0272
H -0.9836 8.8814 -1.8175
H 0.0371 7.6304 -2.5171
H 0.7897 9.2446 0.1163
H 1.8084 7.9939 -0.5847
H 1.2283 7.8188 1.0928
C -6.6335 -0.4819 3.7704
C -6.0544 -1.8701 3.6545
O -4.8748 -2.0353 3.4389
C -6.9951 -3.0325 3.8268
H -5.8521 0.2556 3.5995
H -7.4277 -0.3501 3.0326
H -7.0817 -0.3463 4.7568
H -7.8094 -2.9766 3.1014
H -7.4434 -3.0009 4.8220
H -6.4626 -3.9714 3.7112
C 4.6331 -0.0030 -3.7319
C 3.7587 -0.9306 -2.9395
O 3.5354 -0.7294 -1.7658
C 3.1802 -2.1239 -3.6614
H 4.9923 0.7852 -3.0777
H 5.4945 -0.5358 -4.1372
H 4.0928 0.4291 -4.5750
H 3.9906 -2.7428 -4.0514
H 2.5821 -1.7910 -4.5117
H 2.5642 -2.7088 -2.9808
C -4.9524 -8.1017 3.6840
C -5.0896 -6.8274 4.4834
O -6.1354 -6.2222 4.5288
C -3.8563 -6.3414 5.1989
H -5.8993 -8.3474 3.2099
H -4.1783 -7.9810 2.9237
H -4.6422 -8.9200 4.3366
H -3.0553 -6.1836 4.4727
H -3.5112 -7.0917 5.9126
H -4.0641 -5.4190 5.7317
C 3.3727 -3.1396 0.7843
C 3.8868 -3.4786 2.1576
O 4.9555 -3.0829 2.5639
C 2.9777 -4.3313 3.0099
H 4.0865 -2.5186 0.2489
H 3.1865 -4.0562 0.2200
H 2.4186 -2.6149 0.8653
H 2.7912 -5.2852 2.5123
H 2.0105 -3.8366 3.1228
H 3.4314 -4.5041 3.9829
C -1.9151 -3.3552 -0.3268
C -1.3866 -3.6045 1.0609
O -0.3241 -3.1599 1.4347
C -2.2581 -4.4380 1.9687
H -1.2189 -2.7345 -0.8859
H -2.0485 -4.3003 -0.8558
H -2.8889 -2.8670 -0.2648
H -2.4274 -5.4186 1.5189
H -3.2329 -3.9588 2.0872
H -1.7812 -4.5547 2.9391
C -2.1906 -2.9058 8.1737
C -3.1553 -3.8848 8.7968
O -3.6381 -4.7916 8.1608
C -3.4891 -3.6712 10.2527
H -2.0302 -3.1562 7.1280
H -2.5854 -1.8911 8.2515
H -1.2393 -2.9262 8.7089
H -3.9241 -2.6800 10.3935
H -2.5794 -3.7152 10.8546
H -4.1898 -4.4316 10.5876
C 3.4802 3.4837 -7.0388
C 3.7263 2.0254 -7.3221
O 4.6329 1.4183 -6.7984
C 2.7840 1.3495 -8.2897
H 4.2012 3.8575 -6.3174
H 3.5437 4.0614 -7.9634
H 2.4737 3.6223 -6.6380
H 2.8168 1.8553 -9.2564
H 1.7586 1.4213 -7.9216
H 3.0615 0.3054 -8.4120
C 9.1260 1.5846 -0.9668
C 7.7935 1.0404 -1.4203
O 7.5677 0.8039 -2.5846
C 6.7548 0.8073 -0.3503
H 9.7871 1.7089 -1.8209
H 8.9853 2.5435 -0.4635
H 9.5798 0.9040 -0.2442
H 6.5457 1.7410 0.1771
H 7.1319 0.0993 0.3904
H 5.8373 0.4177 -0.7878
C -0.7460 -5.9212 -5.2344
C -0.5471 -4.6999 -4.3718
O -0.7649 -4.7153 -3.1840
C -0.0561 -3.4512 -5.0648
H -1.0971 -6.7513 -4.6269
H -1.4706 -5.7072 -6.0224
H 0.1932 -6.1909 -5.7209
H -0.7568 -3.1502 -5.8456
H 0.9082 -3.6449 -5.5387
H 0.0471 -2.6503 -4.3365
C -4.1948 5.9776 -0.5513
C -5.2962 6.4539 -1.4635
O -5.4856 7.6281 -1.6778
C -6.1484 5.3839 -2.1036
H -3.6508 6.8267 -0.1458
H -4.6158 5.3919 0.2689
H -3.5028 5.3294 -1.0942
H -6.6298 4.7799 -1.3320
H -5.5215 4.7135 -2.6946
H -6.9033 5.8402 -2.7389
C 6.0530 6.0941 -2.6151
C 5.5159 5.0133 -3.5230
O 4.6505 5.2466 -4.3355
C 6.1083 3.6384 -3.3552
H 5.5539 7.0373 -2.8230
H 5.8972 5.8144 -1.5711
H 7.1286 6.2052 -2.7644
H 5.9308 3.2859 -2.3367
H 7.1887 3.6681 -3.5074
H 5.6675 2.9401 -4.0628
```

Calculated values
- energy above the lowest of the compared OMol25 structures with the same formula, charge and spin (kcal per mole) = 0.0
- E_tot (eV) = -143251.4905
- total charge = 0
- E_HOMO (Ha) = -0.297
- frontier orbital gap (Ha) = 0.3075
- lowest unoccupied orbital energy (eV) = 0.3

Results of the Mulliken charge analysis, in e, for atoms 1 through 4: -0.874, 0.284, -0.211, -0.797

=====

No. 3
Density functional theory data (the ωB97M-V functional and the def2-TZVPD basis) for a cluster of 13 separate species, C42H91N13O10 in total in a non-equilibrium geometry.

```
156
Properties=species:S:1:pos:R:3
C 18.0451 18.3122 14.1452
O 18.9917 18.9715 13.7797
N 16.8956 18.8203 14.5140
C 15.7799 18.1328 15.1271
C 16.8175 20.3180 14.5513
H 18.1049 17.1409 14.2989
H 15.4636 18.5030 16.0688
H 15.8867 17.0559 15.2267
H 14.8994 18.2852 14.4712
H 16.5737 20.6645 15.5785
H 17.7648 20.7691 14.3231
H 15.9751 20.6424 13.9828
C 16.0921 15.7292 20.2291
O 16.5388 15.3577 21.2879
N 15.9614 17.0474 19.8901
C 15.0678 17.4006 18.6944
C 16.7136 18.0436 20.5656
H 15.5557 15.0368 19.4809
H 14.2313 16.6690 18.6021
H 15.6634 17.4947 17.8296
H 14.6225 18.3677 18.9190
H 17.6866 17.6059 20.9293
H 16.8789 18.8618 19.8785
H 16.1356 18.3065 21.4345
C 15.4757 14.8623 10.9846
O 14.9690 14.1581 10.1535
N 16.2217 15.9614 10.6837
C 16.2350 16.5365 9.3790
C 16.7851 16.7500 11.7566
H 15.4192 14.7364 12.0680
H 15.5663 17.4119 9.4933
H 15.9029 15.8411 8.6080
H 17.1844 16.8630 9.1235
H 16.2938 17.6828 11.9233
H 16.6916 16.1869 12.6550
H 17.8670 16.9841 11.6382
C 21.9835 12.4205 15.5651
O 21.0857 12.7300 16.3621
N 21.7947 11.8531 14.3592
C 22.8628 11.1784 13.5567
C 20.4555 11.8767 13.7843
H 23.0672 12.6656 15.7297
H 23.7546 11.1157 14.1302
H 22.9737 11.5464 12.5468
H 22.4167 10.1814 13.4718
H 19.8473 11.0721 14.0913
H 19.8899 12.7732 14.0309
H 20.6969 11.8327 12.6976
C 9.5833 11.8357 18.2207
O 9.6346 11.7427 19.4415
N 10.2833 12.7640 17.4966
C 9.9340 13.1009 16.1536
C 11.0691 13.7190 18.2677
H 8.9634 11.1411 17.5150
H 10.9068 13.1652 15.6142
H 9.2457 13.9960 16.1757
H 9.3441 12.2452 15.8030
H 10.6105 14.7699 18.2873
H 11.1335 13.4001 19.2810
H 12.0172 13.8961 17.7955
C 18.5096 15.9410 17.6422
O 17.9884 16.5920 16.7405
N 19.8008 15.6176 17.7603
C 20.1757 14.5696 18.7620
C 20.8134 15.9883 16.8264
H 17.8993 15.6375 18.4500
H 21.1248 14.8083 19.2273
H 20.2129 13.6189 18.2899
H 19.3694 14.5333 19.4428
H 21.1704 15.0806 16.3615
H 20.4533 16.7204 16.0898
H 21.7086 16.4861 17.2658
C 12.3220 16.6631 15.6099
O 13.1528 16.6432 16.5189
N 11.0060 16.9628 15.6744
C 10.1242 16.8064 14.5525
C 10.3768 17.2372 16.9419
H 12.6060 16.4063 14.5702
H 9.5751 15.8224 14.5632
H 10.6459 16.8526 13.5894
H 9.3107 17.5783 14.5478
H 11.1762 17.5811 17.5566
H 9.6535 18.0652 16.7714
H 9.8053 16.3732 17.4287
C 12.9030 10.3237 15.1544
O 12.5736 11.3395 15.7903
N 12.1018 9.2994 14.8783
C 12.5925 8.0165 14.4854
C 10.6729 9.3980 15.1957
H 13.9356 10.0618 14.8611
H 13.6859 8.0642 14.6767
H 12.2672 7.6825 13.5167
H 12.2186 7.3601 15.2951
H 10.0189 8.8081 14.5115
H 10.4510 9.0054 16.1948
H 10.3578 10.4302 15.1652
C 12.1244 14.0136 11.6943
O 12.1964 14.2169 12.8951
N 12.2783 12.7779 11.1830
C 12.3207 12.5436 9.7119
C 12.9438 11.6959 11.9615
H 11.8046 14.8187 10.9913
H 13.3842 12.3890 9.4410
H 11.9161 13.3541 9.0786
H 11.7024 11.6544 9.4874
H 12.3027 10.8337 11.6631
H 13.8971 11.4409 11.6431
H 12.8393 12.0187 12.9432
C 15.1595 10.1192 18.8775
O 16.3265 9.8306 18.8856
N 14.5372 10.6414 19.8856
C 13.1262 10.6125 20.0345
C 15.2542 11.1467 21.0062
H 14.6054 9.7951 17.9537
H 12.7523 11.6061 20.1735
H 12.7370 10.0003 20.9179
H 12.6401 10.4010 19.0520
H 15.9760 10.4799 21.3811
H 15.8627 11.9537 20.5935
H 14.6397 11.6095 21.8083
C 17.0275 12.9548 17.5759
C 15.6835 12.7355 16.8019
C 15.4042 13.9260 15.9733
C 16.4292 14.1369 14.9708
N 17.2391 14.3291 14.1924
H 16.9860 13.7717 18.2750
H 17.8141 13.2573 16.8719
H 17.2748 12.0846 18.1811
H 14.8958 12.5552 17.5406
H 15.7655 11.8360 16.1696
H 15.2811 14.8114 16.6216
H 14.4374 13.8059 15.4593
C 17.0124 9.5090 15.2778
C 18.4303 8.8857 15.4744
C 19.1246 9.7067 16.5827
C 20.5129 9.2019 16.8350
N 21.4756 8.5888 16.9291
H 17.0480 10.5696 15.0586
H 16.4607 9.2479 16.1780
H 16.5249 8.9232 14.5407
H 19.0490 9.0124 14.5414
H 18.2924 7.8421 15.6440
H 18.5522 9.7274 17.5223
H 19.3002 10.7779 16.2490
C 20.6577 15.5948 12.1746
C 19.4755 14.8722 11.5350
C 19.6620 14.1642 10.1827
C 20.5266 13.0068 10.3376
N 21.2243 12.0881 10.4227
H 21.4072 14.8741 12.5695
H 20.2490 16.2082 12.9698
H 21.1060 16.3780 11.4750
H 18.7453 15.6114 11.3600
H 18.9261 14.2357 12.2398
H 20.1849 14.7607 9.3942
H 18.7241 13.9073 9.7530
```

Calculated values
- E_tot (eV) = -84873.5205
- total charge = 0
- E_HOMO (Ha) = -0.326
- frontier orbital gap (Ha) = 0.3339
- lowest unoccupied orbital energy (eV) = 0.2

Results of the Mulliken charge analysis, in e, for atoms 1 through 4: 0.608, -0.737, 0.386, -1.373

=====

Question: Among the records above, which one has the highest total charge?
Answer: C42H84O42

=====

Question: Which of these has the highest E_tot?
Answer: C42H91N13O10